Entry from the Open Molecules 2025 dataset: a 14-piece molecular cluster, C42H78F8O48P6 overall at a distorted geometry (the ωB97M-V functional and the def2-TZVPD basis).

Each line ends with the Löwdin charge.
Cartesian coordinates (Å):
C -0.6051 -6.4765 2.4229  -0.07
C -0.1098 -5.1604 3.0449  -0.33
O 1.0916 -5.6255 3.6425  0.14
C 1.6340 -6.5980 2.9002  -0.49
O 2.7978 -6.9086 2.9392  0.17
O 0.5661 -7.3111 2.2979  0.06
F -1.0129 -4.7817 3.9337  0.10
H -1.2173 -6.3529 1.5295  0.12
H -1.3845 -6.8077 3.1092  0.13
H 0.0229 -4.3776 2.2981  0.14
C -0.0930 3.2538 4.5630  -0.03
C 0.6228 4.3791 5.3283  -0.32
O -0.0861 5.4811 4.9427  0.16
C -1.3303 5.1170 4.6418  -0.57
O -2.3006 5.7530 4.3261  0.16
O -1.4243 3.7922 4.6141  0.07
F 1.8671 4.4465 4.7739  0.07
H -0.0657 2.2761 5.0440  0.14
H 0.2900 3.1791 3.5452  0.11
H 0.6382 4.2230 6.4070  0.18
C 4.8392 -2.4609 -4.4653  -0.10
C 4.4046 -2.8562 -5.9043  -0.33
O 5.5981 -2.9264 -6.6391  0.13
C 6.6732 -2.9639 -5.6907  -0.38
O 7.8894 -3.2596 -5.9164  0.10
O 6.1940 -2.4071 -4.5724  0.05
F 3.6916 -1.8641 -6.4136  0.09
H 4.6656 -3.0224 -3.5473  0.13
H 4.4462 -1.4586 -4.2948  0.12
H 3.7278 -3.7104 -5.9262  0.15
C -4.1590 0.9504 -2.7276  -0.06
C -4.2460 2.2936 -3.2915  -0.41
O -3.7607 2.3306 -4.5908  0.15
C -3.1308 1.0510 -4.7377  -0.45
O -2.6107 0.6785 -5.7858  0.13
O -3.4037 0.2957 -3.7018  0.09
F -3.5984 3.1480 -2.5216  0.10
H -5.1411 0.5250 -2.5214  0.15
H -3.6716 0.9135 -1.7533  0.13
H -5.2458 2.7270 -3.3156  0.17
C -3.5065 -3.5971 -5.1027  -0.05
C -3.1251 -4.2249 -3.7584  -0.35
O -2.5544 -5.4465 -4.2083  0.10
C -2.9023 -5.6826 -5.5296  -0.54
O -2.7658 -6.7680 -6.1057  0.13
O -3.5880 -4.6914 -5.9604  0.12
F -4.2323 -4.4470 -3.1136  0.12
H -2.6788 -3.0120 -5.5037  0.14
H -4.3910 -2.9615 -5.0608  0.15
H -2.4038 -3.6436 -3.1841  0.14
C -0.1155 -5.4297 -1.8629  -0.08
C 0.3600 -4.2790 -1.0628  -0.32
O 1.6928 -4.3938 -1.1949  0.15
C 2.0856 -5.5698 -1.6812  -0.47
O 3.2513 -5.9556 -1.7216  0.16
O 0.9504 -6.3314 -1.7647  0.09
F -0.0936 -4.1083 0.2555  0.04
H -0.2085 -5.3145 -2.9428  0.13
H -1.0990 -5.8247 -1.6083  0.15
H -0.0251 -3.4065 -1.5905  0.13
C 8.8288 -5.2865 2.3811  -0.06
C 8.6101 -5.1403 3.8272  -0.36
O 7.3579 -4.6711 3.9124  0.14
C 6.6022 -5.1094 2.8832  -0.44
O 5.3608 -5.1855 2.7303  0.13
O 7.4886 -5.3607 1.8533  0.05
F 9.5115 -4.2110 4.3129  0.07
H 9.3747 -6.1721 2.0560  0.14
H 9.2700 -4.4179 1.8922  0.14
H 8.5336 -6.0872 4.3616  0.18
C -7.3379 -0.9571 5.5271  -0.04
C -6.7487 -0.2776 6.8771  -0.32
O -5.5745 -0.9358 7.0535  0.18
C -5.5514 -2.0436 6.4617  -0.51
O -4.5187 -2.7851 6.5440  0.09
O -6.6471 -2.1623 5.6223  0.06
F -7.4468 -0.4576 7.9698  0.12
H -7.0439 -0.4084 4.6324  0.10
H -8.4112 -1.1340 5.4571  0.14
H -6.5401 0.7882 6.7841  0.17
C 2.6392 3.2197 -1.8016  -0.13
O 2.3123 4.4787 -1.2705  -0.21
P 3.0854 5.2039 -0.0372  0.49
O 3.0223 6.6575 -0.2244  -0.23
O 4.5595 4.4662 -0.0592  -0.23
C 5.5712 4.9351 0.9054  -0.08
O 2.3674 4.6927 1.3559  -0.22
C 1.0282 5.0233 1.5587  -0.12
H 2.8631 2.5103 -1.0049  0.07
H 3.5134 3.0791 -2.4373  0.08
H 1.7638 2.7436 -2.2432  0.08
H 5.2137 5.5836 1.7052  0.08
H 6.2033 5.6456 0.3727  0.08
H 6.2614 4.2299 1.3685  0.08
H 0.5368 5.4331 0.6762  0.07
H 1.0526 5.7025 2.4109  0.10
H 0.4330 4.1308 1.7516  0.08
C 2.2148 -1.1539 -2.5640  -0.06
O 2.1929 -1.5210 -3.9562  -0.22
P 0.8777 -2.1217 -4.6487  0.48
O -0.2803 -2.2918 -3.7775  -0.22
O 0.6916 -1.1766 -5.9341  -0.21
C 0.6111 0.2049 -5.8403  -0.10
O 1.3431 -3.5476 -5.3223  -0.24
C 0.6547 -4.1344 -6.3240  -0.13
H 3.1588 -1.5317 -2.1714  0.07
H 1.4290 -1.6307 -1.9783  0.06
H 2.2161 -0.0873 -2.3394  0.09
H -0.3198 0.6397 -5.4767  0.07
H 0.9097 0.5758 -6.8208  0.11
H 1.3690 0.5635 -5.1438  0.08
H 1.4446 -4.6593 -6.8612  0.10
H 0.3763 -3.2966 -6.9634  0.10
H -0.0871 -4.8597 -5.9898  0.09
C -3.4146 5.4234 0.4220  -0.07
O -2.3116 6.0682 1.0691  -0.23
P -2.0798 7.6236 0.8671  0.49
O -1.0677 8.3095 1.7013  -0.23
O -3.6077 8.3488 0.9922  -0.23
C -4.0240 8.8304 2.2140  -0.17
O -1.7376 7.8129 -0.7150  -0.24
C -0.4101 7.7044 -1.1833  -0.10
H -4.1195 5.0562 1.1680  0.09
H -3.0215 4.5298 -0.0629  0.08
H -3.8289 6.0980 -0.3272  0.09
H -3.4554 8.4890 3.0790  0.08
H -4.9548 8.3530 2.5204  0.08
H -4.1458 9.9134 2.2306  0.09
H -0.3138 6.8765 -1.8857  0.10
H 0.1940 7.5333 -0.2923  0.05
H -0.0639 8.7146 -1.4016  0.10
C 6.0472 -2.2514 -1.3099  -0.13
O 6.0608 -1.0248 -1.9062  -0.24
P 5.6750 0.3497 -1.1041  0.56
O 4.3590 0.3141 -0.3855  -0.24
O 6.9664 0.5807 -0.0642  -0.25
C 6.8927 0.3471 1.3536  -0.09
O 5.9430 1.5321 -2.1948  -0.22
C 7.1864 1.5180 -2.9249  -0.08
H 5.0348 -2.6490 -1.2376  0.08
H 6.2933 -2.0730 -0.2631  0.08
H 6.7355 -2.9525 -1.7819  0.11
H 5.9147 0.6127 1.7550  0.08
H 7.6466 0.9933 1.8034  0.09
H 7.1386 -0.6967 1.5486  0.08
H 7.3685 2.3998 -3.5392  0.10
H 7.2398 0.6929 -3.6351  0.08
H 7.9655 1.3535 -2.1805  0.08
C -2.1379 -1.3550 2.6124  -0.12
O -1.0242 -1.4285 1.7494  -0.25
P -0.4135 -0.1545 0.8602  0.49
O -0.2112 1.0914 1.6873  -0.25
O 0.9261 -0.7038 0.2580  -0.20
C 2.0014 -1.1302 1.0819  -0.09
O -1.4689 0.0308 -0.3424  -0.19
C -2.0747 -1.1008 -0.8083  -0.15
H -2.6606 -0.4036 2.5143  0.07
H -2.0525 -1.6776 3.6500  0.10
H -3.0353 -1.9124 2.3439  0.08
H 2.6926 -1.8561 0.6535  0.09
H 1.6447 -1.5582 2.0187  0.09
H 2.8047 -0.4223 1.2859  0.07
H -3.0974 -1.1554 -0.4353  0.10
H -1.5095 -1.9776 -0.4921  0.07
H -2.0384 -1.0553 -1.8968  0.08
C -5.0147 1.8548 2.9265  -0.12
O -6.1987 1.9461 3.6487  -0.20
P -7.5561 1.8494 2.7946  0.54
O -7.4001 2.3188 1.3737  -0.25
O -7.8936 0.2728 2.9035  -0.26
C -9.1389 -0.2018 2.4208  -0.09
O -8.7207 2.6262 3.7546  -0.22
C -8.9641 3.9239 3.6825  -0.20
H -4.2240 1.2568 3.3797  0.09
H -4.5375 2.8043 2.6838  0.09
H -5.2447 1.4015 1.9623  0.08
H -9.6881 -0.5985 3.2746  0.09
H -8.9195 -0.9385 1.6480  0.10
H -9.7339 0.5809 1.9502  0.09
H -9.8050 4.1023 4.3526  0.09
H -9.3346 4.2678 2.7168  0.10
H -8.1354 4.4819 4.1184  0.10

Values from the calculation:
E: -220578.06197 eV
energy above the lowest of the compared OMol25 structures with the same formula, charge and spin: 3.18 kcal per mole
orbital gap: 9.91 eV
HOMO level: -10.230 eV
M: 1688.866 g/mol